Entry 1:
The following is a quantum chemistry calculation of a structure of composition C37H32Cl2MnN4O9 at a distorted geometry, from the OMol25 dataset.

Kohn-Sham gap (spin up / spin down)   6.95 / 7.58 eV
2S+1   2
LUMO level (spin up / spin down)   -0.0305 / -0.0072 Ha
Expectation value of S²   0.909
DFT total energy   -4396.67342 Ha
ΔE to the lowest compared entry with this formula, charge and spin   142.3 kJ/mol

Structure (XYZ):
```
85
Properties=species:S:1:pos:R:3:forces:R:3
Mn -0.08950 0.13749 1.72020 -1.1 0.8 0.4
C -3.40602 -2.39422 2.43220 0.0 -0.1 0.1
O -4.27385 -1.26603 2.43068 0.1 0.2 -0.2
C -3.90158 -0.11319 3.07283 0.2 -0.1 0.0
C -4.94038 0.67177 3.53885 0.1 0.0 0.1
C -4.70557 1.87557 4.19704 -0.1 0.0 0.0
C -3.41628 2.31604 4.37666 0.2 0.1 0.0
C -2.34488 1.57376 3.86977 -0.4 -0.5 -0.2
C -1.00487 2.07338 3.95176 0.5 0.0 0.0
N -0.00367 1.58312 3.30762 -0.5 -0.8 -0.6
N 1.19680 2.17994 3.48227 0.9 0.7 0.4
C 2.04471 1.76141 2.58819 -0.9 0.0 0.4
O 1.71848 0.88581 1.70797 0.6 -0.1 -0.1
C 3.43532 2.25413 2.60931 0.1 0.0 -0.1
C 4.45330 1.38706 2.21932 -0.1 0.0 0.0
C 5.76980 1.81676 2.21719 0.0 0.0 0.0
C 6.07328 3.11534 2.60234 0.0 0.0 0.0
C 5.05861 3.98096 2.98687 0.0 0.0 0.0
C 3.73996 3.55512 2.99368 0.0 -0.1 0.0
C -2.56528 0.33833 3.21570 -0.2 0.8 0.3
O -1.54138 -0.33565 2.75380 0.2 -1.1 -0.3
H -3.99996 -3.21072 2.02329 0.0 0.0 0.1
H -3.09410 -2.64861 3.44889 0.0 0.0 0.0
H -2.52650 -2.23437 1.81522 0.0 0.0 0.0
H -5.95031 0.32090 3.37278 0.0 -0.1 0.0
H -5.54185 2.45530 4.56231 0.0 0.0 0.0
H -3.21948 3.25555 4.87791 0.0 0.0 0.0
H -0.81422 2.95719 4.55531 0.0 0.0 0.0
H 4.19286 0.37543 1.93415 0.0 0.0 0.0
H 6.56032 1.14165 1.91508 0.0 0.0 0.0
H 7.10232 3.45047 2.60917 0.0 0.0 0.0
H 5.29938 4.99444 3.27969 0.0 0.0 0.0
H 2.93461 4.21926 3.27500 0.0 0.0 0.0
O -0.48700 2.84106 0.85391 -0.1 0.0 -0.1
C -0.76094 1.70004 0.75577 0.1 0.5 0.1
O 0.55890 2.56356 -1.97328 0.1 -0.2 0.0
C 1.35957 1.77827 -1.53562 0.1 0.3 -0.5
C 2.87725 1.88122 -1.68241 -0.1 0.0 0.0
C 3.38221 0.56447 -1.10931 0.1 -0.1 0.1
C 2.11383 -0.01443 -0.54089 0.0 0.7 -0.4
O 2.17515 -1.07549 0.21911 -0.2 -0.3 0.0
N 1.02916 0.62912 -0.81114 -0.2 -0.8 -0.1
H 3.20865 2.73475 -1.08939 0.0 0.0 0.0
H 3.14074 2.06127 -2.72235 0.0 0.0 0.0
H 4.11064 0.69805 -0.31040 0.0 -0.1 0.0
H 3.80918 -0.10306 -1.85908 0.0 0.0 0.0
C 1.92276 -2.77396 2.74026 0.0 -0.1 0.1
O 1.29349 -1.57682 2.28162 0.0 -0.1 -0.1
C 0.97147 -1.42812 0.95354 0.5 -0.2 0.4
C 0.35550 -2.63907 0.29984 -0.1 0.3 0.0
H 1.23784 -3.62300 2.71018 0.0 0.0 0.0
H 2.21955 -2.58343 3.76812 0.0 0.0 0.0
H 2.80988 -2.98546 2.14118 0.0 0.0 0.0
H 1.11619 -3.41393 0.17697 0.0 0.0 0.0
H -0.04248 -2.37536 -0.67717 0.0 0.0 0.0
H -0.45988 -3.02257 0.91080 0.0 0.0 0.0
Cl 0.87945 -2.63667 -3.71187 0.2 0.2 0.2
C 0.65452 -1.30108 -4.79801 -0.1 0.2 0.1
C 1.60584 -1.13880 -5.79502 0.0 0.0 0.0
C 1.56392 -0.03694 -6.62650 0.0 0.0 0.0
C 0.56721 0.91182 -6.46303 0.1 0.0 0.0
C -0.39610 0.72768 -5.49440 0.1 -0.3 0.1
Cl -1.63253 1.91728 -5.30801 -0.1 0.2 0.0
C -0.40129 -0.38745 -4.63394 0.1 0.1 -0.1
N -1.37498 -0.44315 -3.64400 0.3 0.2 0.3
C -2.09746 -1.55316 -3.24164 -0.5 -0.4 0.0
C -2.04416 -2.72913 -3.99713 -0.2 0.1 0.0
C -2.69336 -3.87527 -3.58372 0.0 0.0 0.0
C -3.46500 -3.85829 -2.43670 -0.1 -0.1 0.1
C -3.61143 -2.67128 -1.74135 0.0 0.0 0.0
C -2.94991 -1.50873 -2.11743 0.3 0.1 0.2
C -3.19945 -0.25689 -1.28663 0.4 -0.1 -0.3
C -2.07025 0.12943 -0.35626 0.2 0.0 0.0
O -1.80735 1.40440 -0.23217 -0.5 0.0 -0.3
O -1.46007 -0.71047 0.29388 0.4 -0.1 0.1
H 2.39674 -1.87079 -5.88543 0.0 0.0 0.0
H 2.32005 0.09462 -7.38774 0.0 0.0 0.0
H 0.53592 1.79451 -7.08507 0.0 0.0 0.0
H -1.66284 0.46437 -3.31113 -0.1 0.0 0.1
H -1.49103 -2.73007 -4.92531 0.0 0.0 0.0
H -2.59940 -4.78200 -4.16654 0.0 0.0 0.0
H -3.97415 -4.75249 -2.10376 0.0 0.0 0.0
H -4.26681 -2.63528 -0.87925 0.0 0.0 0.0
H -4.03977 -0.48213 -0.62665 -0.1 0.2 0.0
H -3.46810 0.60544 -1.89851 0.0 0.0 0.1
```
Positions in Å, forces in eV/Å.

Results of the Löwdin charge analysis, in e, for atoms 1 through 6:
1. Mn 0.83
2. C -0.06
3. O -0.08
4. C -0.20
5. C 0.00
6. C -0.09

=====

Entry 2:
The following is a quantum chemistry calculation of a cluster of 2 separate species, C4H11N3O2 in total at a distorted geometry, from the OMol25 dataset.

Kohn-Sham gap   9.62 eV
SMILES   CN=C(N)N.CC(=O)O
LUMO level   0.0265 Ha
DFT total energy   -473.76955 Ha
ΔE to the lowest compared entry with this formula, charge and spin   87.2 kJ/mol

Structure (XYZ):
```
20
Properties=species:S:1:pos:R:3:forces:R:3
C 2.42594 2.12612 0.27154 -0.8 0.1 1.2
N 2.08981 0.74276 0.45960 1.1 -0.7 -0.6
C 1.11307 0.22753 1.04469 -0.9 0.0 0.4
N 0.95177 -1.13763 1.21904 0.2 -0.2 0.6
N -0.04499 0.92595 1.57871 0.8 0.2 -0.2
H 2.35736 2.70616 1.19752 -0.3 0.1 0.2
H 1.74752 2.60468 -0.44134 0.4 0.0 -0.3
H 3.47256 2.19701 0.02287 0.2 0.1 -0.7
H 1.74250 -1.73586 1.42145 -0.1 0.4 -0.7
H 0.15136 -1.55275 0.76470 -0.1 -0.2 0.4
H 0.08118 1.89453 1.30986 -0.3 0.3 0.2
H -0.00613 0.88377 2.60655 -0.3 -0.2 -0.6
C -2.14115 -1.61651 -2.29478 0.5 0.8 -0.7
C -1.86113 -1.31692 -0.84521 -1.5 -1.3 -0.2
O -1.60918 -2.16890 -0.02257 0.7 0.4 -0.1
O -2.15023 -0.05708 -0.54146 0.7 0.8 0.1
H -2.94045 -0.96297 -2.65226 -0.2 -0.3 0.2
H -2.33328 -2.66620 -2.50387 0.0 0.1 0.3
H -1.29568 -1.27535 -2.91688 0.0 -0.3 0.4
H -1.75087 0.18166 0.32186 -0.1 -0.1 0.1
```
Positions in Å, forces in eV/Å.

Results of the natural (NBO) charge analysis, in e, for atoms 1 through 6:
1. C -0.44
2. N -0.51
3. C 0.57
4. N -0.87
5. N -0.89
6. H 0.17

=====

Entry 3:
The following is a quantum chemistry calculation of a structure of composition C2H6Cl2NP at a distorted geometry, from the OMol25 dataset.

Kohn-Sham gap (spin up / spin down)   6.75 / 6.75 eV
LUMO level (spin up / spin down)   -0.0664 / -0.0664 Ha
DFT total energy   -1396.23876 Ha
ΔE to the lowest compared entry with this formula, charge and spin   205.8 kJ/mol

Structure (XYZ):
```
12
Properties=species:S:1:pos:R:3:forces:R:3
C 0.80297 -0.61623 0.51576 1.0 -0.9 -0.5
C -1.42709 -0.25298 -0.21918 1.2 -1.8 0.6
N -0.28609 0.31104 0.55663 -0.4 0.4 -0.9
P -0.17939 1.94157 0.43713 0.7 -1.4 0.2
Cl 1.73458 2.22126 1.03369 -0.3 0.3 -0.1
Cl 0.87424 0.24018 -2.34607 0.2 0.3 -0.5
H 1.09231 -0.55773 -0.75931 0.0 0.5 2.1
H 1.52512 -0.31940 1.29056 0.2 -0.2 -0.9
H 0.59108 -1.72204 0.64061 -0.6 1.4 0.2
H -1.54122 -1.27706 0.30560 -0.8 1.7 -1.1
H -2.27902 0.43790 -0.23213 0.1 -0.5 0.0
H -0.90749 -0.40652 -1.22329 -1.3 0.1 0.7
```
Positions in Å, forces in eV/Å.

Results of the natural (NBO) charge analysis, in e, for atoms 1 through 6:
1. C -0.53
2. C -0.47
3. N -0.64
4. P 1.08
5. Cl -0.25
6. Cl -0.66

=====

Entry 4:
The following is a quantum chemistry calculation of an isolated molecule of C3H4NP at a distorted geometry, from the OMol25 dataset.

Kohn-Sham gap   10.09 eV
SMILES   C1=NC=[PH]=C1
LUMO level   0.0275 Ha
DFT total energy   -512.75428 Ha
ΔE to the lowest compared entry with this formula, charge and spin   56.8 kJ/mol

Structure (XYZ):
```
9
Properties=species:S:1:pos:R:3:forces:R:3
C 1.04317 0.19546 0.70323 -0.8 2.4 -3.2
N 0.86179 1.29205 -0.48991 1.1 -1.8 2.9
C 0.00035 0.85264 -1.29448 -0.5 -0.5 -0.2
P -0.73507 -0.80286 -0.97611 0.5 0.0 0.0
C 0.25795 -0.85444 0.54168 -0.1 -0.2 0.1
H 1.76419 0.47302 1.44286 0.2 -0.1 0.2
H -0.26263 1.42758 -2.17346 0.0 0.2 -0.1
H -1.88655 -0.26786 -0.38540 -0.4 0.1 0.1
H 0.23768 -1.71585 1.18718 0.0 0.0 0.2
```
Positions in Å, forces in eV/Å.

Results of the natural (NBO) charge analysis, in e, for atoms 1 through 6:
1. C -0.03
2. N -0.39
3. C -0.18
4. P 0.49
5. C -0.54
6. H 0.22

=====

> What is the formula in the second record?

C4H11N3O2

=====

> Which of these has the highest DFT total energy?

C4H11N3O2

=====

> Look up the DFT total energy of the third one.

-1396.23876 Ha